1.
{
  "formula": "C5H10O2",
  "method": "wB97M-V/def2-TZVPD",
  "relative_energy_kj_mol": 361.6,
  "smiles": "COC1(OC)CC1",
  "elements": ["O", "O", "C", "C", "C", "C", "C", "H", "H", "H", "H", "H", "H", "H", "H", "H", "H"],
  "coordinates": [[-0.531, 0.866, -1.059], [0.913, 1.020, 0.795], [1.668, -0.482, -0.887], [-1.697, 0.024, -0.989], [0.466, 0.213, -0.294], [-0.026, 1.097, 1.860], [0.672, -1.263, -0.202], [0.561, 1.441, 2.758], [1.565, -0.537, -1.923], [0.914, -1.615, 0.846], [-2.545, 0.529, -1.469], [-0.537, 0.153, 2.130], [-2.074, -0.348, -0.061], [-0.685, 1.923, 1.576], [0.085, -1.911, -0.911], [2.743, -0.208, -0.608], [-1.493, -0.901, -1.564]],
  "atomic_forces_ev_per_a": [[-0.30, -1.91, 1.44], [-0.66, -1.73, -0.39], [2.29, 2.54, -0.56], [-0.50, -0.15, -2.43], [2.01, 1.71, 0.33], [0.80, 1.19, 0.75], [-1.39, -1.90, 1.95], [-0.60, -0.38, -0.79], [0.10, -0.23, -1.71], [-0.56, 0.05, -1.44], [0.44, 0.13, -0.03], [0.17, 0.38, -0.46], [0.42, 0.36, 1.33], [-0.59, -0.41, 0.44], [0.56, 0.44, 1.41], [-1.89, -0.59, 0.18], [-0.31, 0.49, -0.03]],
  "mulliken_charge": [-0.400, -0.413, -0.494, -0.732, 0.633, -0.713, -0.484, 0.248, 0.270, 0.234, 0.277, 0.297, 0.318, 0.277, 0.227, 0.213, 0.243]
}

***

2.
{
  "formula": "C5H10O2",
  "method": "wB97M-V/def2-TZVPD",
  "relative_energy_kj_mol": 291.2,
  "smiles": "CC(=O)[C@H]1CCO1.[H][H]",
  "elements": ["O", "O", "C", "C", "C", "C", "C", "H", "H", "H", "H", "H", "H", "H", "H", "H", "H"],
  "coordinates": [[-0.700, 0.125, 1.446], [1.439, -0.742, -1.064], [2.118, 0.496, 0.867], [-1.703, -0.806, 0.990], [1.124, -0.015, -0.145], [-0.319, 0.420, 0.088], [-1.417, -0.478, -0.482], [1.910, 1.536, 1.139], [-2.696, -0.534, 1.363], [-0.111, 0.880, -2.998], [-2.217, 0.057, -0.999], [2.021, -0.100, 1.780], [3.131, 0.397, 0.471], [-1.052, -1.295, -1.106], [-0.411, 1.494, -0.132], [-1.468, -1.833, 1.295], [0.272, 0.313, -2.702]],
  "atomic_forces_ev_per_a": [[0.04, 0.06, 0.14], [-0.14, 0.29, 0.42], [0.07, 0.02, 0.00], [-0.28, -0.25, 0.04], [0.16, -0.20, -0.20], [0.12, 0.13, -0.20], [-0.05, -0.05, -0.11], [0.01, -0.15, -0.04], [0.14, -0.03, -0.06], [0.00, 0.00, -0.05], [0.15, -0.09, 0.08], [0.01, 0.08, -0.10], [-0.14, -0.01, 0.07], [-0.05, 0.12, 0.11], [0.06, -0.16, 0.01], [-0.02, 0.16, -0.02], [-0.07, 0.09, -0.11]],
  "mulliken_charge": [-0.452, -0.562, -1.239, -0.403, 0.590, 0.240, -0.579, 0.343, 0.259, 0.204, 0.296, 0.288, 0.358, 0.278, 0.356, 0.240, -0.215]
}

***

3.
{
  "formula": "C5H10O2",
  "method": "wB97M-V/def2-TZVPD",
  "relative_energy_kj_mol": 239.4,
  "smiles": "CO[C@H]1CO[C@H]1C",
  "elements": ["O", "O", "C", "C", "C", "C", "C", "H", "H", "H", "H", "H", "H", "H", "H", "H", "H"],
  "coordinates": [[0.423, 1.250, 1.458], [-0.005, -0.845, -0.813], [-0.644, -0.070, 0.163], [-0.177, 1.397, 0.155], [0.821, 1.807, -0.906], [-0.030, -0.104, 1.575], [-0.329, -2.211, -0.721], [-1.414, -2.377, -0.808], [0.803, -0.809, 1.695], [-1.732, -0.226, 0.114], [1.588, 1.039, -1.025], [0.015, -2.649, 0.229], [-0.738, -0.229, 2.406], [0.179, -2.718, -1.544], [0.324, 1.954, -1.871], [-1.010, 2.111, 0.206], [1.296, 2.748, -0.610]],
  "atomic_forces_ev_per_a": [[0.10, 0.10, 0.09], [0.05, 0.05, -0.02], [-0.14, 0.05, 0.12], [-0.08, 0.16, -0.28], [0.00, -0.01, 0.00], [-0.06, -0.33, 0.12], [-0.03, -0.27, 0.02], [0.17, 0.06, 0.00], [-0.11, 0.10, -0.04], [0.16, 0.05, 0.04], [-0.08, 0.14, 0.02], [-0.06, 0.08, -0.14], [0.09, 0.03, -0.16], [-0.09, 0.05, 0.13], [0.05, -0.03, 0.15], [0.11, -0.11, -0.02], [-0.08, -0.11, -0.04]],
  "mulliken_charge": [-0.440, -0.339, -0.001, 0.259, -1.281, -0.489, -0.760, 0.306, 0.301, 0.403, 0.284, 0.289, 0.233, 0.245, 0.333, 0.304, 0.352]
}

***

4.
{
  "formula": "C5H10O2",
  "method": "wB97M-V/def2-TZVPD",
  "relative_energy_kj_mol": 129.3,
  "smiles": "OC[C@H]1CCCO1",
  "elements": ["O", "O", "C", "C", "C", "C", "C", "H", "H", "H", "H", "H", "H", "H", "H", "H", "H"],
  "coordinates": [[-1.762, 0.417, -2.157], [-0.131, -1.179, -0.501], [-1.053, 0.955, -1.066], [0.229, 0.168, -0.827], [1.092, 0.678, 0.346], [0.978, -0.428, 1.412], [-0.209, -1.252, 0.914], [0.727, 1.642, 0.717], [0.781, 0.118, -1.772], [-1.158, -0.827, 1.278], [-0.832, 2.002, -1.301], [-0.173, -2.307, 1.194], [2.130, 0.821, 0.034], [1.880, -1.047, 1.424], [-1.776, -0.540, -2.010], [0.826, -0.035, 2.420], [-1.667, 0.942, -0.148]],
  "atomic_forces_ev_per_a": [[-0.11, -0.25, 0.00], [0.00, -0.06, -0.03], [0.19, 0.22, 0.25], [0.05, 0.15, -0.10], [0.01, 0.09, -0.04], [0.00, -0.06, 0.04], [-0.03, -0.06, 0.23], [-0.01, -0.15, -0.06], [-0.05, 0.01, 0.14], [0.13, -0.07, -0.07], [0.02, -0.15, 0.01], [0.00, 0.13, -0.02], [-0.15, 0.02, 0.04], [-0.11, 0.07, -0.02], [-0.06, 0.13, -0.10], [0.00, -0.05, -0.14], [0.12, 0.03, -0.14]],
  "mulliken_charge": [-0.544, -0.481, -0.586, 0.135, -0.638, -0.437, -0.443, 0.306, 0.333, 0.233, 0.340, 0.335, 0.287, 0.244, 0.347, 0.303, 0.265]
}

***

5.
{
  "formula": "C5H10O2",
  "method": "wB97M-V/def2-TZVPD",
  "relative_energy_kj_mol": 241.9,
  "smiles": "CO[C@H]1CO[C@H]1C",
  "elements": ["O", "O", "C", "C", "C", "C", "C", "H", "H", "H", "H", "H", "H", "H", "H", "H", "H"],
  "coordinates": [[-0.456, -1.056, 0.303], [0.795, 1.793, -0.317], [-0.510, 0.112, -0.464], [0.869, 0.532, -1.012], [-0.453, 1.448, 0.293], [-1.604, -1.268, 1.086], [2.051, -0.300, -0.567], [-1.781, -0.432, 1.780], [-1.427, -2.174, 1.670], [1.918, -0.633, 0.465], [-1.308, 0.051, -1.219], [2.166, -1.185, -1.201], [-1.242, 2.173, 0.060], [2.961, 0.306, -0.630], [-0.363, 1.340, 1.382], [0.889, 0.701, -2.097], [-2.505, -1.407, 0.469]],
  "atomic_forces_ev_per_a": [[0.08, -0.03, 0.01], [0.09, 0.14, 0.02], [-0.06, 0.14, -0.13], [0.14, -0.21, -0.23], [-0.30, 0.04, 0.22], [-0.23, -0.06, 0.17], [0.04, -0.04, 0.02], [0.01, -0.12, -0.11], [-0.07, 0.12, -0.08], [0.07, 0.08, -0.13], [0.11, -0.03, 0.14], [-0.02, 0.13, 0.09], [0.11, -0.09, 0.04], [-0.12, -0.08, -0.06], [0.00, 0.02, -0.14], [-0.01, -0.04, 0.16], [0.14, 0.03, 0.03]],
  "mulliken_charge": [-0.338, -0.443, 0.004, 0.247, -0.538, -0.750, -1.253, 0.304, 0.244, 0.278, 0.403, 0.332, 0.240, 0.341, 0.312, 0.328, 0.288]
}

***

6.
{
  "formula": "C5H10O2",
  "method": "wB97M-V/def2-TZVPD",
  "relative_energy_kj_mol": 335.0,
  "smiles": "O=CCCCCO",
  "elements": ["O", "O", "C", "C", "C", "C", "C", "H", "H", "H", "H", "H", "H", "H", "H", "H", "H"],
  "coordinates": [[0.205, 1.861, 1.001], [-2.083, -2.322, 0.101], [-1.647, -1.226, 0.368], [-0.236, -1.008, 0.967], [0.526, 0.364, -1.179], [0.860, -0.814, -0.183], [0.157, 1.726, -0.472], [-2.352, -0.374, 0.481], [-0.984, 1.862, -0.818], [-0.007, -1.755, 1.661], [1.941, -0.619, 0.060], [1.092, -1.701, -0.769], [1.436, 0.483, -1.655], [0.696, 1.092, 1.419], [-0.140, -0.164, 1.599], [0.932, 2.529, -0.814], [-0.397, 0.064, -1.767]],
  "atomic_forces_ev_per_a": [[0.66, -1.44, -0.61], [0.56, 0.66, -0.43], [-0.05, -0.45, 2.05], [1.15, 0.31, -2.64], [-2.68, -1.07, 2.84], [0.46, 0.64, -0.22], [-0.54, 0.74, -0.25], [0.25, 0.10, -0.62], [2.69, 0.65, 1.02], [0.34, -2.01, 0.43], [-1.09, 0.15, 1.26], [-0.98, -0.43, -0.15], [1.27, 0.32, -1.94], [-0.61, 1.78, -1.18], [-1.04, 0.81, 0.27], [-1.98, -1.14, 0.10], [1.60, 0.37, 0.07]],
  "mulliken_charge": [-0.525, -0.476, -0.113, -0.450, -0.579, -0.929, -0.272, 0.344, 0.219, 0.445, 0.362, 0.414, 0.379, 0.314, 0.286, 0.260, 0.320]
}

***

7.
{
  "formula": "C5H10O2",
  "method": "wB97M-V/def2-TZVPD",
  "relative_energy_kj_mol": 390.9,
  "elements": ["O", "O", "C", "C", "C", "C", "C", "H", "H", "H", "H", "H", "H", "H", "H", "H", "H"],
  "coordinates": [[-1.049, -0.305, 1.327], [0.462, 1.462, -0.091], [1.180, -0.885, 1.969], [-0.597, 0.777, -0.735], [-0.814, -0.583, -0.075], [-0.234, 0.622, -2.200], [-0.157, -0.251, 2.289], [-0.096, 1.606, -2.655], [1.943, -0.687, 2.724], [1.071, -1.975, 1.964], [0.044, -1.240, -0.233], [-1.726, -1.067, -0.433], [-1.531, 1.354, -0.642], [0.199, 1.636, 0.826], [0.702, 0.063, -2.304], [-1.024, 0.094, -2.745], [1.627, -0.622, 1.014]],
  "atomic_forces_ev_per_a": [[0.22, 0.19, 0.47], [-0.04, 0.11, 0.12], [0.30, -0.09, -0.11], [-0.17, -0.13, -0.17], [0.14, -0.05, -0.09], [0.01, 0.00, -0.03], [0.08, -0.49, -0.12], [-0.02, -0.12, 0.05], [-0.38, 0.22, 0.17], [-0.29, -0.07, 0.00], [-0.11, 0.06, 0.08], [0.14, 0.08, 0.01], [0.16, -0.09, 0.00], [0.07, 0.08, -0.27], [-0.13, 0.08, 0.03], [0.12, 0.08, 0.10], [-0.09, 0.16, -0.24]],
  "mulliken_charge": [-0.161, -0.552, -0.767, 0.561, -0.694, -1.404, -0.210, 0.339, 0.295, 0.334, 0.313, 0.370, 0.233, 0.339, 0.355, 0.365, 0.283]
}

***

8.
{
  "formula": "C5H10O2",
  "method": "wB97M-V/def2-TZVPD",
  "relative_energy_kj_mol": 456.6,
  "elements": ["O", "O", "C", "C", "C", "C", "C", "H", "H", "H", "H", "H", "H", "H", "H", "H", "H"],
  "coordinates": [[0.308, -1.641, 0.107], [2.823, -0.775, 0.742], [-1.188, 0.475, -0.460], [2.528, 0.394, 0.609], [-2.373, -0.466, -0.258], [1.246, 0.868, -0.037], [-0.018, 0.200, 0.437], [1.397, 0.792, -1.130], [1.121, 1.937, 0.180], [-2.659, -0.510, 0.798], [-0.911, 0.510, -1.527], [3.248, 1.167, 0.937], [-3.242, -0.137, -0.837], [-2.109, -1.476, -0.579], [1.281, -1.710, 0.210], [0.038, -1.128, 0.997], [-1.489, 1.500, -0.189]],
  "atomic_forces_ev_per_a": [[0.12, 0.07, 0.00], [-0.11, 0.43, -0.04], [0.05, -0.03, 0.03], [0.11, -0.32, 0.02], [-0.05, -0.05, 0.03], [-0.04, -0.04, 0.04], [0.04, 0.26, -0.23], [-0.02, -0.02, 0.08], [-0.03, -0.10, -0.02], [0.04, 0.03, -0.12], [0.03, -0.04, 0.13], [-0.09, -0.03, -0.03], [0.13, -0.03, 0.07], [-0.06, 0.13, 0.05], [-0.16, 0.08, -0.03], [-0.04, -0.22, 0.03], [0.08, -0.10, 0.00]],
  "mulliken_charge": [-0.560, -0.549, -0.363, 0.151, -1.285, -0.751, -0.310, 0.320, 0.389, 0.320, 0.349, 0.345, 0.382, 0.305, 0.414, 0.527, 0.317]
}

***

In order of appearance, gap between HOMO and LUMO = 10.44, 10.39, 10.72, 10.76, 10.67, 10.63, 9.07, 9.11 eV.
In order of appearance, E_HOMO = -0.350, -0.347, -0.356, -0.359, -0.355, -0.368, -0.301, -0.307 hartree.